C14H24O11S3 | ωB97M-V/def2-TZVPD

Atoms and positions in Å:
C 2.578 -2.817 -2.530
C 1.577 -3.625 -1.755
O 1.783 -4.675 -1.238
O 0.318 -3.018 -1.557
C -0.359 -2.584 -2.645
O -0.030 -2.833 -3.763
C -1.566 -1.769 -2.261
C -2.823 -2.307 -2.892
C -4.098 -1.764 -2.281
O -5.114 -2.634 -2.811
S -4.494 -4.099 -3.008
O -5.012 -4.984 -2.033
O -4.552 -4.414 -4.391
O -3.001 -3.726 -2.606
H 3.520 -2.867 -1.984
H 2.289 -1.778 -2.655
H 2.725 -3.287 -3.499
H -1.436 -0.752 -2.629
H -1.675 -1.720 -1.182
H -2.816 -2.231 -3.982
H -4.306 -0.711 -2.438
H -4.058 -1.934 -1.201
O -2.370 0.554 -0.685
S -2.768 1.594 0.239
O -4.105 1.604 0.768
C -1.560 1.651 1.555
C -0.507 2.629 1.046
C -1.281 3.800 0.425
C -2.364 3.195 -0.478
H -1.187 0.644 1.729
H -2.070 2.024 2.443
H 0.147 2.960 1.850
H 0.118 2.148 0.291
H -1.744 4.397 1.213
H -0.626 4.457 -0.144
H -3.276 3.784 -0.517
H -1.998 3.011 -1.486
O 2.951 2.400 1.004
S 3.037 1.246 1.865
O 2.448 -0.003 1.456
C 4.745 1.003 2.339
C 4.904 1.838 3.605
C 3.644 1.578 4.443
C 2.438 1.699 3.504
H 5.381 1.313 1.513
H 4.876 -0.061 2.537
H 5.811 1.570 4.144
H 4.968 2.897 3.345
H 3.685 0.571 4.861
H 3.561 2.276 5.274
H 1.624 1.027 3.764
H 2.072 2.723 3.439

multiplicity = 1
SMILES = CC(=O)OC(=O)C[C@@H]1COS(=O)(=O)O1.O=S1(=O)CCCC1.O=S1(=O)CCCC1
E_tot = -2570.04837 hartree

C2H3NOS | ωB97M-V/def2-TZVPD

Atoms and positions in Å:
O 2.469 -0.444 0.208
C 1.569 0.264 -0.047
C 0.223 -0.353 -0.122
N -0.745 0.350 0.113
S -2.309 -0.264 0.017
H 1.656 1.364 -0.507
H 0.073 -1.528 -0.305
H -2.936 0.612 0.642

multiplicity = 1
energy relative to the best compared isomer or geometry (same formula, charge and spin) = 46.0 kcal per mole
SMILES = O=C/C=N/S
E_tot = -606.11405 hartree

CH2N4O3 | ωB97M-V/def2-TZVPD

Atoms and positions in Å:
C -0.341 -0.177 -0.055
H -3.156 -0.659 0.303
H 2.171 -1.963 -0.183
N -1.350 -0.907 0.151
N -0.417 1.028 -0.510
N 0.754 1.437 -0.319
N 0.829 -0.573 0.547
O -2.482 0.065 0.045
O 1.448 0.843 0.627
O 1.574 -1.310 -0.531

multiplicity = 1
energy relative to the best compared isomer or geometry (same formula, charge and spin) = 86.3 kcal per mole
E_tot = -483.74359 hartree

C33H70F4N9O11 | ωB97M-V/def2-TZVPD

Atoms and positions in Å:
O 3.676 -1.984 2.287
C 3.606 -2.107 1.113
F 4.609 -1.794 0.300
C 2.372 -2.525 0.346
N 1.556 -1.294 0.091
C 0.820 -1.343 -1.204
C -0.151 -0.155 -1.230
O 0.229 0.870 -0.335
C 0.255 0.490 1.030
C 1.303 1.290 1.817
C 1.529 2.728 1.354
O 2.123 2.822 0.087
C 2.440 3.423 2.379
F 3.523 2.651 2.652
F 1.802 3.672 3.535
F 2.903 4.593 1.899
C 0.549 -1.006 1.148
H 2.649 -2.971 -0.600
H 1.826 -3.209 0.981
H 2.191 -0.495 0.037
H 0.257 -2.284 -1.241
H 1.528 -1.317 -2.026
H -1.178 -0.478 -1.058
H -0.132 0.280 -2.223
H -0.726 0.665 1.475
H 0.936 1.318 2.842
H 2.253 0.755 1.859
H 0.588 3.269 1.356
H 3.017 2.467 0.139
H 0.954 -1.245 2.127
H -0.317 -1.634 0.974
C 6.122 6.483 5.642
O 6.891 7.070 6.378
N 5.798 5.183 5.751
C 4.881 4.541 4.833
C 6.390 4.400 6.826
H 5.620 6.984 4.795
H 4.021 4.147 5.379
H 5.380 3.718 4.318
H 4.530 5.258 4.093
H 6.126 4.831 7.791
H 7.477 4.406 6.737
H 6.026 3.378 6.782
C -1.676 -4.297 -1.395
O -0.493 -3.942 -1.257
N -2.132 -5.017 -2.400
C -3.540 -5.404 -2.496
C -1.216 -5.451 -3.447
H -2.447 -4.035 -0.658
H -3.615 -6.491 -2.500
H -3.966 -5.015 -3.414
H -4.102 -5.008 -1.658
H -0.424 -6.063 -3.015
H -0.760 -4.585 -3.929
H -1.761 -6.036 -4.182
C -6.698 -3.683 -3.569
O -6.398 -4.560 -2.764
N -7.510 -3.859 -4.609
C -7.838 -2.781 -5.530
C -8.092 -5.174 -4.816
H -6.310 -2.655 -3.490
H -8.913 -2.605 -5.518
H -7.527 -3.048 -6.541
H -7.336 -1.869 -5.239
H -8.684 -5.467 -3.949
H -7.309 -5.920 -4.955
H -8.727 -5.148 -5.697
C -0.384 -7.474 -6.126
O -1.467 -7.907 -5.782
N 0.038 -7.375 -7.396
C 1.342 -6.843 -7.740
C -0.850 -7.824 -8.458
H 0.362 -7.114 -5.394
H 1.238 -5.963 -8.377
H 1.932 -7.593 -8.270
H 1.874 -6.559 -6.834
H -1.782 -7.259 -8.434
H -1.090 -8.879 -8.328
H -0.363 -7.679 -9.418
C 9.297 7.511 1.465
O 9.860 7.969 0.491
N 9.695 7.686 2.738
C 8.975 7.108 3.857
C 10.884 8.482 2.990
H 8.385 6.893 1.382
H 8.625 7.889 4.531
H 9.623 6.428 4.414
H 8.114 6.550 3.493
H 10.752 9.493 2.603
H 11.747 8.041 2.492
H 11.064 8.526 4.061
C -10.109 -2.222 -2.326
O -9.146 -1.663 -2.819
N -10.197 -2.591 -1.038
C -11.370 -3.253 -0.501
C -9.069 -2.320 -0.163
H -11.006 -2.481 -2.914
H -11.809 -2.658 0.302
H -11.106 -4.235 -0.107
H -12.112 -3.379 -1.286
H -8.869 -1.248 -0.127
H -8.175 -2.822 -0.535
H -9.297 -2.679 0.837
C -7.278 1.174 -6.539
O -7.205 -0.030 -6.700
N -6.234 1.967 -6.239
C -6.378 3.398 -6.059
C -4.923 1.359 -6.094
H -8.228 1.723 -6.630
H -5.765 3.937 -6.783
H -6.073 3.689 -5.052
H -7.418 3.683 -6.203
H -4.633 0.860 -7.019
H -4.939 0.613 -5.298
H -4.196 2.131 -5.855
C 6.759 2.783 10.303
O 5.867 2.434 9.551
N 6.608 3.664 11.305
C 7.708 4.046 12.170
C 5.296 4.250 11.523
H 7.788 2.396 10.217
H 7.482 3.793 13.207
H 7.890 5.120 12.101
H 8.611 3.519 11.871
H 4.564 3.470 11.732
H 4.970 4.790 10.634
H 5.344 4.936 12.364

multiplicity = 1
net charge = +1
E_tot = -3019.09869 hartree

C24H54FNOP2 | ωB97M-V/def2-TZVPD

Atoms and positions in Å:
C -3.518 1.726 -1.760
C -3.973 0.409 -2.676
C -2.843 -0.778 -2.725
C -1.528 -0.449 -3.648
C -1.776 0.637 -4.850
C -1.218 2.107 -4.357
C 0.122 2.623 -5.168
C 1.022 3.492 -4.102
C 0.208 4.679 -3.317
C -0.199 4.338 -1.766
C 1.000 3.685 -0.860
C 0.803 3.881 0.774
C 2.015 2.983 1.473
C 1.550 2.261 2.891
C 1.615 0.619 2.571
C 3.210 0.252 2.480
P 3.636 -1.602 2.586
C 5.350 -1.253 3.445
C 6.369 -2.552 3.200
F 6.063 -0.088 2.798
P 1.855 -2.253 1.519
C 0.404 -2.690 2.683
C 2.324 -3.942 0.678
C 1.063 -4.565 -0.195
H -4.009 2.694 -2.231
H -3.980 1.630 -0.671
H -2.359 1.813 -1.620
H -4.383 0.752 -3.718
H -4.909 -0.049 -2.095
H -3.362 -1.804 -3.032
H -2.439 -0.945 -1.617
H -1.215 -1.474 -4.170
H -0.617 -0.165 -2.950
H -2.864 0.669 -5.279
H -1.066 0.304 -5.749
H -2.046 2.924 -4.524
H -0.889 1.995 -3.219
H -0.104 3.243 -6.135
H 0.802 1.707 -5.519
H 1.864 4.036 -4.747
H 1.582 2.729 -3.415
H 0.798 5.697 -3.366
H -0.803 4.856 -3.905
H -0.474 5.379 -1.258
H -1.180 3.680 -1.668
H 0.954 2.505 -1.036
H 2.090 3.998 -1.229
H 1.097 5.015 1.002
H -0.268 3.609 1.161
H 2.282 2.150 0.661
H 3.004 3.583 1.648
H 2.219 2.576 3.798
H 0.434 2.610 3.114
H 1.059 0.113 3.469
H 1.033 0.511 1.535
H 3.722 0.770 3.425
H 3.734 0.771 1.541
H 4.425 -2.151 1.474
H 3.342 -2.497 3.679
H 5.201 -1.080 4.613
H 6.353 -2.952 2.101
H 6.204 -3.414 3.979
H 7.471 -2.130 3.377
H 0.061 -1.823 3.399
H 0.630 -3.620 3.394
H -0.533 -2.908 1.977
H 2.553 -4.718 1.547
H 3.268 -3.838 -0.037
H 0.314 -5.096 0.532
H 0.604 -3.660 -0.791
H 1.485 -5.334 -0.977
C -5.703 -3.800 2.669
N -4.502 -3.004 2.520
C -3.915 -2.398 3.697
C -3.902 -2.804 1.295
O -2.890 -2.144 1.099
H -6.493 -3.174 3.093
H -5.492 -4.634 3.345
H -6.036 -4.195 1.705
H -3.887 -1.313 3.562
H -2.891 -2.765 3.813
H -4.498 -2.643 4.589
H -4.430 -3.308 0.468

multiplicity = 1
SMILES = CCCCCCCCCCCCCCCC[PH2]([C@@H](C)F)P(C)CC.CN(C)C=O
E_tot = -1858.95579 hartree

C9H14N3S | ωB97M-V/def2-TZVPD

Atoms and positions in Å:
C -2.990 0.932 1.272
C -1.851 0.589 0.354
N -0.559 0.708 0.809
C 0.550 -0.069 0.284
C 1.793 0.544 0.004
C 2.027 2.008 0.315
C 2.812 -0.264 -0.542
C 2.645 -1.654 -0.661
C 1.473 -2.223 -0.213
C 0.441 -1.457 0.263
S -1.026 -2.191 0.974
N -2.118 0.111 -0.870
N -1.151 -0.222 -1.816
H -3.850 0.493 0.857
H -3.253 2.039 1.373
H -2.880 0.406 2.312
H -0.285 1.331 1.630
H 1.457 2.717 -0.378
H 1.719 2.282 1.334
H 3.151 2.320 0.241
H 3.655 0.328 -1.077
H 3.442 -2.238 -1.047
H 1.260 -3.276 -0.095
H -1.470 -3.124 0.081
H -3.063 -0.087 -1.074
H -0.376 0.448 -1.665
H -1.555 -0.450 -2.663

multiplicity = 1
energy relative to the best compared isomer or geometry (same formula, charge and spin) = 0.0 kcal per mole
net charge = +1
SMILES = C/C(Nc1c(C)cccc1S)=[NH+]/N
E_tot = -913.50721 hartree